Record 1
The following is a quantum chemistry calculation of 10 unconnected molecules or ions with the total composition C24H73N5O12, from the OMol25 dataset.

```
114
Properties=species:S:1:pos:R:3:forces:R:3:mulliken_charge:R:1
O -0.80659 0.86970 2.13777 0.5 0.2 0.4 -0.81
O -5.89885 1.26413 5.57276 0.1 0.0 -0.2 -0.33
O -0.99316 -3.20486 -2.43407 0.1 0.2 0.8 -0.49
O 5.49771 -0.93726 -3.47871 0.2 0.1 -0.9 -0.44
O 1.83910 -0.37631 -5.31636 0.3 0.5 0.2 -0.18
O 1.44402 0.94872 3.85335 1.1 1.7 0.3 -0.53
O -0.85967 -0.87208 -0.50027 0.0 1.0 0.0 -0.54
O 1.53982 -2.69912 -0.96827 0.8 0.0 -0.3 -0.52
O -0.52252 -3.95935 0.28643 0.3 -0.9 -0.2 -0.50
O 2.31628 -2.42578 6.08440 0.0 0.1 0.0 -0.33
O -0.77538 1.00368 5.18253 1.5 -1.6 1.0 -0.66
O -2.88406 3.29410 -3.69259 -0.3 -0.7 -0.1 -0.37
N -0.10527 -3.23588 3.39776 -0.2 -0.1 0.4 -0.54
N -2.58386 2.41727 4.49326 -1.1 0.4 0.8 -0.52
N 2.06051 2.47635 -5.11110 0.3 -0.7 -0.2 -0.58
N 3.21479 -0.05965 -0.68375 0.5 0.0 0.3 -0.36
N -0.63210 1.90780 -1.14788 0.1 -0.1 0.3 -0.42
C 3.21986 -3.46183 6.37590 0.4 0.2 -0.1 -0.72
C 3.86028 0.16386 -2.01058 -0.1 1.2 1.0 1.06
C -4.01920 2.47358 4.73618 0.0 0.3 0.1 0.40
C -4.72623 3.20788 3.61725 -0.2 -0.1 0.0 -1.50
C -6.44461 0.07718 6.05267 -0.6 -0.4 0.9 -0.76
C -1.90674 2.35219 -1.72154 -0.5 0.2 0.3 0.98
C 0.71136 -0.58411 -4.46374 -0.3 -0.9 -1.4 -0.60
C 4.67707 -1.06079 -2.35124 0.2 0.1 -0.1 -0.54
C -2.76928 3.53887 -5.06831 0.0 1.3 0.0 -0.71
C -2.56278 3.47734 -0.91995 -1.0 -0.3 -0.1 -1.61
C -0.35894 -1.19047 0.80004 0.7 1.0 0.1 1.08
C -1.00513 -4.89327 -0.67936 0.9 -0.1 0.3 -0.60
C -4.58284 1.10460 5.10267 0.0 0.0 -0.7 -0.48
C -1.77589 -4.15663 -1.73690 -0.3 -0.6 -1.4 -0.33
C 1.15006 2.74158 -7.34442 -0.8 0.1 -0.9 -1.83
C 1.61644 -1.54743 3.34925 0.7 -0.3 0.6 -0.36
C 4.69812 1.46223 -1.95815 -0.2 -0.8 -0.3 -1.61
C -1.71138 2.71428 -3.18013 0.9 0.9 0.3 -0.59
C 1.11472 -2.85982 5.47688 0.3 0.3 0.3 -0.84
C 1.57145 0.41578 -6.47114 -0.2 -0.2 0.5 -0.99
C 1.20686 -2.86566 3.97092 -0.3 -0.9 -1.5 0.98
C -1.05424 -0.50527 1.96838 -1.4 -1.1 -0.5 -0.64
C 4.86791 -0.81440 -4.78289 0.8 -0.3 1.5 -0.39
C 1.17866 1.85680 -6.11418 -0.2 0.3 -0.3 1.40
H 2.03886 1.70989 3.85014 -0.2 0.1 0.0 0.19
H -0.14329 0.94129 2.85425 -0.1 0.4 -0.5 0.29
H -0.45209 -2.26594 0.94640 -0.4 0.7 -0.3 0.03
H 2.90803 0.84695 -0.33256 -0.6 -0.1 -0.4 0.22
H -2.18947 1.89591 5.27559 -0.6 1.1 -1.1 0.29
H 3.04066 0.30090 -2.70404 -0.2 -0.1 -0.4 -0.64
H 0.87212 -3.84958 5.87770 -0.3 -0.1 -0.2 0.39
H 2.47365 0.41744 -7.08733 0.1 -0.1 0.1 0.27
H 5.68927 -0.81112 -5.49636 0.0 0.0 0.0 0.29
H -0.90955 3.47914 -3.24891 0.0 -0.2 0.0 0.34
H 0.72276 -0.97235 0.85679 -0.3 0.2 -0.2 -0.01
H -2.07254 -4.85868 -2.52776 -0.1 -0.1 0.3 0.39
H -2.11179 4.46021 -1.05667 0.1 0.0 -0.1 0.30
H 4.35126 0.14126 -4.82973 -0.4 -0.2 -0.2 0.06
H 2.63126 -1.27965 3.66739 -0.2 0.0 0.2 0.40
H -2.63006 3.25186 0.14655 0.5 -0.1 0.0 0.48
H 4.25359 -1.70168 -4.93471 -0.4 0.3 -0.3 0.29
H 0.08316 2.62496 -1.25943 -0.1 -0.1 -0.2 0.29
H -3.61866 3.50847 -1.21435 0.2 0.4 -0.2 0.39
H -2.64492 2.63371 -5.66088 0.2 -0.1 0.0 0.26
H 1.49073 0.59480 4.75418 -0.1 0.3 -0.2 0.27
H 0.30683 -3.58329 -0.09324 -0.6 -0.1 0.3 0.14
H 0.78458 -0.11413 -7.02183 -0.1 0.4 -0.2 0.42
H -5.77749 3.34326 3.86978 -0.1 -0.2 -0.3 0.39
H 0.88696 3.78135 -7.13443 0.4 0.0 0.4 0.41
H -2.69862 -3.71280 -1.34887 0.1 0.1 0.3 0.23
H -0.90582 -1.11902 2.86785 0.3 0.4 -0.1 0.28
H -0.09572 -3.07484 2.39925 0.0 -0.1 0.1 -0.32
H -5.75373 -0.44839 6.72569 0.1 0.0 -0.2 0.30
H 3.55001 -4.02582 5.49456 -0.2 0.1 -0.1 0.30
H 0.96968 -0.71642 3.64083 0.1 -1.4 -0.5 -0.42
H -3.64094 4.10136 -5.40911 -0.3 -0.4 0.2 0.30
H -1.11051 0.97463 6.08702 0.3 -0.3 0.1 0.32
H 5.39911 -1.20428 -1.54247 -0.1 -0.2 0.2 0.41
H -1.03861 0.15561 4.79592 0.0 0.0 0.1 0.35
H 4.93050 1.83673 -2.95653 0.2 -0.1 0.1 0.29
H 2.08522 2.71112 -7.91119 0.1 0.0 0.2 0.43
H -0.11721 -0.96127 -5.08740 -0.1 0.3 0.1 0.48
H 0.37871 0.30851 -3.93573 0.2 -0.1 0.3 0.16
H 0.35351 -2.14708 5.79926 -0.2 -0.1 -0.1 0.20
H 2.47770 1.69391 -4.60772 -0.1 0.2 0.3 0.08
H -0.12030 -5.41999 -1.06432 -0.2 0.2 -0.5 0.24
H -2.33404 1.88188 3.66298 -0.2 0.1 0.0 0.24
H 1.98675 -1.82674 -0.99883 -0.2 -0.1 0.3 0.10
H -4.58962 2.66613 2.67812 -0.3 0.0 -0.1 0.29
H 1.69030 -1.60020 2.26050 -0.3 -0.2 0.2 0.18
H 0.95169 -1.45042 -3.85387 0.1 0.4 0.6 0.04
H -2.13152 -0.64635 1.79785 0.0 0.3 -0.2 0.40
H 4.00362 -1.92732 -2.39454 0.1 -0.1 -0.2 0.23
H -1.57346 -5.70198 -0.21482 -0.4 0.4 0.3 0.39
H -0.29667 -4.23078 3.47588 0.1 0.1 0.2 0.31
H -4.54256 0.40368 4.25394 -0.1 0.0 -0.1 0.33
H 0.35787 2.46360 -8.05299 0.2 -0.4 0.1 0.42
H 2.14492 -3.31496 -1.40392 -0.2 0.2 0.0 0.22
H 1.92676 -3.62910 3.63470 0.3 0.1 0.4 0.28
H 3.93831 -0.24257 0.02259 0.0 -0.4 -0.4 0.22
H 2.79931 -4.16689 7.10045 0.1 0.0 0.1 0.30
H -2.62323 1.52137 -1.73329 0.3 -0.2 0.3 0.06
H 2.85224 2.89243 -5.60251 -0.2 0.1 0.1 0.33
H 0.16448 1.81248 -5.71000 0.0 0.1 0.2 -0.29
H 5.61072 1.24038 -1.40091 0.1 0.3 -0.1 0.41
H -4.31181 4.20470 3.46758 0.2 -0.1 0.2 0.36
H -7.31037 0.32710 6.67134 0.0 0.1 -0.1 0.26
H 4.13160 2.23284 -1.44066 0.0 0.1 0.0 0.53
H -3.94427 0.67187 5.88726 -0.1 0.0 0.1 0.35
H -6.80706 -0.62790 5.29667 0.3 0.1 -0.3 0.29
H -0.67412 -2.58727 -1.74942 -0.1 0.3 -0.4 0.24
H -4.20879 3.02739 5.66179 0.3 0.4 0.0 0.27
H 4.09866 -2.95954 6.77704 0.0 -0.2 0.2 0.26
H -1.34272 1.84428 -3.73927 -0.4 -0.1 -0.1 0.05
H -1.96507 4.27604 -5.22535 0.3 -0.5 -0.2 0.31
H -0.74938 1.83916 -0.13629 0.0 0.1 0.0 -0.07
H -0.70566 0.10181 -0.75843 0.1 -1.8 0.5 0.21
```
Forces are in eV/Å.

As for the total charge: 0. Its spin multiplicity is 1. The value obtained for the LUMO energy is 0.27 eV. The HOMO energy comes out at -8.6068 eV. Its SMILES is COC[C@H](C)N.COC[C@H](C)N.COC[C@H](C)N.COC[C@H](C)N.COC[C@H](C)N.OCCO.OCCO.O.O.O. The orbital gap comes out at 0.3262 Ha. Its total energy is -58087.537 eV. The energy relative to the best compared isomer or geometry (same formula, charge and spin) is 0.1982 eV.

Record 2
The following is a quantum chemistry calculation of a molecular structure, C41H51BrN5O9P2Rb, from the OMol25 dataset.

```
110
Properties=species:S:1:pos:R:3:forces:R:3:mulliken_charge:R:1
Rb 0.22992 0.01197 0.74321 -0.1 -1.6 0.6 0.83
Br 2.64320 -3.47856 -0.48777 -0.1 0.0 0.0 -0.17
P 2.56679 0.97086 -1.89930 -0.3 -0.1 0.2 -1.42
P -0.31342 1.92302 -2.33611 0.0 -0.2 0.3 0.70
O -0.88674 1.46889 -1.05978 -0.2 0.5 -0.7 -0.84
O 2.91383 0.50710 -3.36605 0.1 0.0 -0.1 -0.12
O -0.37843 1.63643 2.44656 -0.2 0.6 0.7 -0.85
O -1.07249 3.19879 -2.85770 0.1 0.1 0.0 -0.29
O -1.15550 -6.41580 -2.40523 0.0 0.1 0.1 -0.57
O 2.07793 -0.11247 -1.01965 0.6 0.2 -0.7 0.75
O -0.30250 0.84871 -3.49436 0.0 0.0 -0.1 0.10
O -0.50099 -2.76700 3.16566 -0.2 0.1 0.0 0.12
O 3.82646 1.72910 -1.31089 0.2 -0.1 -0.1 -0.09
N -2.95493 0.24563 2.98733 0.3 0.0 -0.2 -0.63
N -2.09232 -0.62835 2.66036 -0.3 0.0 0.2 0.59
N -0.06923 -3.15413 -0.10770 -0.1 0.1 0.0 0.43
N 2.17629 -1.05371 2.96779 0.0 0.2 -0.2 0.38
N 1.14772 0.36330 7.42184 0.0 0.0 0.1 -0.52
C -6.21838 2.63900 3.76737 -0.1 0.0 0.0 -0.64
C -3.91063 2.39116 3.05911 -0.1 0.1 0.0 0.84
C -2.35218 -4.33284 2.96001 0.1 0.2 0.0 -0.72
C -1.49690 2.20626 2.46732 0.3 0.3 0.0 0.19
C -3.89844 3.76598 2.75962 0.1 0.1 0.0 1.09
C 3.71696 -0.53391 5.22419 0.0 0.0 0.0 -0.36
C 4.15137 1.74030 1.07213 0.0 0.0 0.1 -1.35
C -1.30551 -1.20937 -2.65423 0.0 -0.1 0.0 -0.59
C -0.83921 -5.33986 -1.64492 -0.1 -0.1 -0.1 0.68
C -0.11918 3.48526 -5.13478 0.0 0.1 -0.1 -1.06
C -2.66816 -1.94084 2.74289 0.3 0.3 0.0 0.07
C -1.56879 3.61677 2.09551 -0.1 0.0 0.1 -0.63
C -0.79157 4.12846 -3.93942 -0.2 -0.1 0.1 0.46
C 6.07619 1.45721 -0.54644 0.0 0.0 0.1 -1.49
C -0.03056 5.32027 -3.39339 0.0 0.0 0.0 -1.41
C -5.11091 1.85264 3.57315 0.0 0.0 0.0 -0.56
C -4.01473 -2.17319 2.50459 -0.1 0.0 0.0 -0.16
C 4.72452 -0.85869 -4.15528 0.0 -0.1 -0.1 -1.46
C 1.66496 0.04027 6.44921 0.1 -0.1 -0.1 -0.17
C -4.54165 -3.45799 2.49347 0.0 0.1 0.0 -0.93
C 0.50226 -5.00850 -1.52497 0.0 0.1 0.1 -0.67
C -5.04358 4.55334 2.96168 0.0 0.0 0.0 -0.81
C -3.70895 -4.53521 2.72469 0.1 -0.1 0.0 -0.68
C 1.43849 2.34163 -2.21090 0.1 0.1 -0.1 -0.73
C 2.33492 -0.38220 5.24611 -0.1 0.1 0.1 0.29
C 1.59793 -0.65214 4.09468 0.0 0.0 -0.1 0.26
C 0.39698 -3.85154 3.28652 -0.2 0.0 0.0 -0.91
C -6.20037 4.00743 3.45986 0.1 0.0 0.0 -0.62
C -2.69049 4.34538 2.23947 0.0 -0.1 0.0 -1.06
C 3.49844 -1.18134 2.94704 0.1 -0.1 0.1 -0.63
C 3.29969 -0.87297 -3.65346 -0.1 0.1 0.1 1.34
C -2.72657 0.53428 -3.78540 -0.1 -0.1 0.0 -1.64
C 0.79787 -3.91165 -0.73404 0.2 -0.1 0.0 -0.07
C 4.63112 1.14683 -0.23283 -0.2 0.0 -0.1 1.16
C -1.82395 -3.04325 2.96237 0.2 -0.1 0.1 0.48
C 4.31288 -0.94299 4.04580 -0.1 0.0 0.0 -0.71
C -1.79392 -4.57173 -0.98346 0.1 0.0 0.0 -0.77
C -2.72876 1.58793 2.83686 -0.2 -0.5 0.0 0.01
C 2.30155 -1.40872 -4.65356 0.0 -0.1 0.0 -1.21
C -1.35534 -3.49541 -0.23796 -0.1 0.0 0.0 -0.69
C -1.36984 -0.13111 -3.71248 0.2 0.1 -0.1 0.17
H -2.10839 -6.55660 -2.38090 0.0 0.0 0.0 0.31
H -0.29299 -1.59583 -2.53821 0.0 0.0 0.0 -0.01
H 5.39319 -0.41138 -3.42266 0.0 0.0 0.1 0.24
H -0.64802 4.05017 1.72331 0.0 0.0 0.0 0.45
H -7.11773 2.19167 4.17132 0.0 0.0 0.0 0.40
H 6.36196 1.05541 -1.51621 0.0 0.0 -0.1 0.32
H 6.71933 1.01611 0.21550 0.0 0.0 0.0 0.41
H 0.88594 3.12885 -4.90841 0.0 0.0 0.0 0.21
H -2.84889 -4.80476 -1.03697 0.0 0.0 0.0 0.38
H 2.34541 -0.83776 -5.58166 0.0 0.0 0.0 0.34
H 1.01713 5.08672 -3.20780 0.1 -0.1 0.0 0.24
H -5.59597 -3.60706 2.30504 0.0 0.0 0.0 0.39
H -2.70042 5.39631 1.96990 0.0 0.0 0.0 0.31
H -0.03294 4.23816 -5.91966 0.0 0.0 0.0 0.51
H -1.10280 -0.53965 -4.69124 -0.1 0.0 0.1 0.43
H -1.79297 4.45460 -4.23131 0.1 0.0 0.0 0.38
H 0.16864 -4.45352 4.17001 0.0 0.0 0.0 0.36
H 5.38294 -1.07800 3.97909 0.0 0.0 0.0 0.49
H 4.30049 -0.33317 6.11223 0.0 0.0 0.0 0.52
H -4.99185 5.60879 2.71904 0.0 0.0 0.0 0.37
H 0.52072 -0.53959 4.07216 -0.1 0.0 0.0 0.28
H -0.48239 5.66722 -2.46633 0.0 0.0 0.0 0.35
H -2.07045 -2.87895 0.29323 0.0 0.0 0.0 0.57
H 4.80079 -0.29153 -5.08304 0.0 0.0 0.0 0.33
H -1.64029 -0.81282 -1.69697 0.0 0.0 0.0 0.09
H 2.51731 -2.45375 -4.87882 0.0 0.0 0.0 0.43
H -1.96050 -2.03388 -2.94009 0.0 0.0 0.0 0.62
H 3.22295 -1.43987 -2.72196 0.0 0.0 0.0 -0.23
H -3.00880 0.96811 -2.82566 0.0 0.0 0.0 0.33
H 4.75623 1.37673 1.90354 0.0 0.0 0.0 0.38
H 4.45968 0.06731 -0.23752 0.0 0.0 0.0 0.15
H -4.64503 -1.31594 2.31544 0.0 0.0 0.0 0.48
H -3.46983 -0.22268 -4.04170 0.0 0.0 0.0 0.50
H 1.38555 -3.41162 3.37683 0.0 0.0 0.0 0.08
H -4.10330 -5.54387 2.72627 0.0 0.0 0.0 0.42
H 6.24699 2.53353 -0.55565 0.0 0.0 0.0 0.32
H -0.69297 2.64911 -5.52418 -0.1 -0.1 0.0 0.18
H -2.75744 1.31117 -4.54583 0.0 0.1 -0.1 0.32
H 1.53150 3.04639 -1.38154 0.0 0.0 0.0 0.56
H 0.37647 -4.48869 2.39691 0.0 0.0 0.0 0.35
H 3.11450 1.47031 1.27321 0.0 0.0 0.0 0.19
H -7.07774 4.61884 3.61938 0.0 0.0 0.0 0.39
H 3.92561 -1.50269 2.00271 0.0 0.0 0.0 0.29
H -5.13964 0.80350 3.82623 0.0 0.0 0.0 0.40
H 1.26614 -5.59425 -2.01024 0.0 0.0 0.0 0.53
H 4.23152 2.82746 1.03892 0.0 0.0 0.0 0.41
H 1.29252 -1.34249 -4.25114 0.0 0.0 0.0 0.04
H -0.06132 6.13611 -4.11650 0.0 0.0 0.0 0.47
H 1.78265 2.83116 -3.12283 0.0 0.0 0.1 0.18
H -1.71943 -5.18432 3.14672 0.1 -0.1 0.0 0.39
H 5.06292 -1.87775 -4.34631 0.0 0.0 0.0 0.41
```
Forces are in eV/Å.

As for the total charge: 0. Its spin multiplicity is 1. The value obtained for the LUMO energy is 0.05 eV. The HOMO energy comes out at -6.0176 eV. The orbital gap comes out at 0.2230 Ha. Its total energy is -158503.727 eV. The energy relative to the best compared isomer or geometry (same formula, charge and spin) is 0.9638 eV.

Record 3
The following is a quantum chemistry calculation of C6H13NO in the gas phase, from the OMol25 dataset.

```
21
Properties=species:S:1:pos:R:3:forces:R:3:mulliken_charge:R:1
O -0.12641 1.83868 -2.62729 1.2 -0.7 0.7 -0.52
N 0.42904 0.06401 3.36518 -0.7 1.0 -0.6 -0.48
C -0.68259 -0.24807 -1.38305 2.0 0.2 -0.1 -0.55
C 0.43092 -0.19141 0.93030 0.0 -0.6 0.6 0.45
C 0.13053 0.48152 2.04241 1.1 -0.3 0.5 -0.23
C 0.39884 0.39231 -0.44637 -1.9 0.3 0.5 -0.66
C 0.80553 -1.64599 1.05401 0.5 -0.6 -0.9 -1.65
C -1.00278 0.68539 -2.54846 0.0 1.2 -0.6 -0.45
H -0.33275 2.33250 -3.41223 -0.2 0.1 -0.5 0.29
H 1.25979 -1.99778 0.10976 -0.2 0.1 0.3 0.32
H 1.37218 0.29487 -0.91814 0.1 0.2 -0.1 0.38
H -0.19493 1.51128 2.05449 -0.1 0.2 -0.3 0.37
H 0.10195 1.43900 -0.35578 0.6 0.1 0.0 0.35
H -0.04973 -2.28652 1.24918 -0.4 0.0 -0.1 0.30
H -0.89584 0.11613 -3.49108 -0.7 0.4 0.3 0.29
H -0.16894 -1.13142 -1.76466 -0.4 -0.2 -0.3 0.20
H -1.92808 1.25419 -2.40929 -0.8 -1.3 -0.2 0.31
H -1.56774 -0.59726 -0.86973 -0.2 0.2 0.3 0.41
H -0.20687 0.50676 4.00477 0.1 -0.3 0.5 0.21
H 1.51983 -1.94934 1.81692 0.3 0.5 0.3 0.48
H 0.70806 -0.86885 3.59906 -0.2 -0.2 -0.3 0.19
```
Forces are in eV/Å.

As for the total charge: 0. Its spin multiplicity is 1. The value obtained for the LUMO energy is 0.92 eV. The HOMO energy comes out at -7.6123 eV. Its SMILES is C/C(=C\N)CCCO. The orbital gap comes out at 0.3136 Ha. Its total energy is -9969.110 eV. The energy relative to the best compared isomer or geometry (same formula, charge and spin) is 2.0640 eV.

Q: Which value of HOMO does entry 2 give?
A: -6.0176 eV

Q: Which of these has the lowest HOMO?
A: C24H73N5O12

What did the third record say?
The following is a quantum chemistry calculation of C6H13NO in the gas phase, from the OMol25 dataset.

```
21
Properties=species:S:1:pos:R:3:forces:R:3:mulliken_charge:R:1
O -0.12641 1.83868 -2.62729 1.2 -0.7 0.7 -0.52
N 0.42904 0.06401 3.36518 -0.7 1.0 -0.6 -0.48
C -0.68259 -0.24807 -1.38305 2.0 0.2 -0.1 -0.55
C 0.43092 -0.19141 0.93030 0.0 -0.6 0.6 0.45
C 0.13053 0.48152 2.04241 1.1 -0.3 0.5 -0.23
C 0.39884 0.39231 -0.44637 -1.9 0.3 0.5 -0.66
C 0.80553 -1.64599 1.05401 0.5 -0.6 -0.9 -1.65
C -1.00278 0.68539 -2.54846 0.0 1.2 -0.6 -0.45
H -0.33275 2.33250 -3.41223 -0.2 0.1 -0.5 0.29
H 1.25979 -1.99778 0.10976 -0.2 0.1 0.3 0.32
H 1.37218 0.29487 -0.91814 0.1 0.2 -0.1 0.38
H -0.19493 1.51128 2.05449 -0.1 0.2 -0.3 0.37
H 0.10195 1.43900 -0.35578 0.6 0.1 0.0 0.35
H -0.04973 -2.28652 1.24918 -0.4 0.0 -0.1 0.30
H -0.89584 0.11613 -3.49108 -0.7 0.4 0.3 0.29
H -0.16894 -1.13142 -1.76466 -0.4 -0.2 -0.3 0.20
H -1.92808 1.25419 -2.40929 -0.8 -1.3 -0.2 0.31
H -1.56774 -0.59726 -0.86973 -0.2 0.2 0.3 0.41
H -0.20687 0.50676 4.00477 0.1 -0.3 0.5 0.21
H 1.51983 -1.94934 1.81692 0.3 0.5 0.3 0.48
H 0.70806 -0.86885 3.59906 -0.2 -0.2 -0.3 0.19
```
Forces are in eV/Å.

As for the total charge: 0. Its spin multiplicity is 1. The value obtained for the LUMO energy is 0.92 eV. The HOMO energy comes out at -7.6123 eV. Its SMILES is C/C(=C\N)CCCO. The orbital gap comes out at 0.3136 Ha. Its total energy is -9969.110 eV. The energy relative to the best compared isomer or geometry (same formula, charge and spin) is 2.0640 eV.